The following is a DFT calculation (wB97M-V/def2-TZVPD) of a structure of composition C40H44BrKN4O10P2S4.

Spin multiplicity: 1
E_HOMO, Eh: -0.112
Frontier orbital gap, Eh: 0.245
Charge: -2
Energy above the lowest of the compared OMol25 structures with the same formula, charge and spin, kJ/mol: 54.23

Atoms and positions in Å:
1 K -0.1500 1.9875 0.4102
2 O 1.6135 2.3898 -1.7037
3 S 2.7552 3.3534 -1.7431
4 C 3.6118 3.2701 -0.1470
5 C 4.3509 1.9727 0.1318
6 C 4.8902 1.8896 1.5645
7 C 3.8528 1.9463 2.6785
8 S 2.5828 0.6594 2.6970
9 O 1.9842 0.5627 1.3333
10 C 3.7185 -0.7435 2.7699
11 C 3.7538 -1.6097 1.6895
12 C 4.5964 -2.7141 1.7264
13 C 5.3893 -2.9517 2.8397
14 C 5.3319 -2.0887 3.9285
15 C 4.4902 -0.9876 3.8990
16 C 4.0041 2.5504 -2.7525
17 C 5.1522 3.2364 -3.1230
18 C 6.1074 2.5954 -3.8972
19 C 5.9028 1.2831 -4.3077
20 C 4.7411 0.6147 -3.9470
21 C 3.7824 1.2489 -3.1678
22 H 2.7863 3.4738 0.5456
23 H 4.2650 4.1478 -0.1128
24 H 5.2001 1.8769 -0.5511
25 H 3.6801 1.1356 -0.0569
26 H 5.5733 2.7296 1.7353
27 H 5.4877 0.9768 1.6529
28 H 3.3175 2.9020 2.7006
29 H 4.3231 1.8601 3.6632
30 H 3.1087 -1.4056 0.8426
31 H 4.6277 -3.3918 0.8820
32 H 6.0447 -3.8138 2.8667
33 H 5.9392 -2.2790 4.8051
34 H 4.4293 -0.3228 4.7532
35 H 5.2965 4.2630 -2.8052
36 H 7.0093 3.1210 -4.1863
37 H 6.6478 0.7849 -4.9159
38 H 4.5782 -0.4054 -4.2716
39 H 2.8636 0.7583 -2.8690
40 S -2.8273 0.0074 -0.5511
41 C -2.5510 -1.4426 0.1518
42 N -3.4796 -2.0785 0.8880
43 C -3.0995 -3.2867 1.5916
44 C -2.4635 -4.1991 0.5802
45 N -1.3040 -3.5328 0.0100
46 C -0.3042 -4.4007 -0.5753
47 C -0.8211 -5.0480 -1.8448
48 C -1.6824 -4.3572 -2.6940
49 C -2.1536 -4.9565 -3.8513
50 C -1.7600 -6.2469 -4.1812
51 C -0.9009 -6.9409 -3.3407
52 C -0.4421 -6.3446 -2.1741
53 C -1.2448 -2.1878 -0.1137
54 S 0.1062 -1.3682 -0.5670
55 C -4.6990 -1.3434 1.2436
56 C -5.7473 -2.2208 1.8724
57 C -6.4821 -3.0952 1.0706
58 C -7.4402 -3.9172 1.6439
59 C -7.6827 -3.8704 3.0126
60 C -6.9652 -2.9906 3.8097
61 C -5.9996 -2.1703 3.2384
62 H -3.9871 -3.7593 2.0017
63 H -2.4088 -3.0718 2.4163
64 H -3.1905 -4.4601 -0.1972
65 H -2.1166 -5.1185 1.0580
66 H -0.0279 -5.1740 0.1474
67 H 0.5747 -3.7904 -0.7778
68 H -2.0129 -3.3555 -2.4441
69 H -2.8438 -4.4122 -4.4826
70 H -2.1350 -6.7148 -5.0832
71 H -0.6000 -7.9534 -3.5835
72 H 0.2142 -6.8944 -1.5067
73 H -5.0849 -0.9307 0.3115
74 H -4.4289 -0.5097 1.9002
75 H -6.3029 -3.0918 -0.0046
76 H -8.0110 -4.5906 1.0160
77 H -8.4361 -4.5123 3.4542
78 H -7.1549 -2.9402 4.8751
79 H -5.4325 -1.4833 3.8569
80 O 0.2661 5.5923 3.3911
81 P 1.2266 4.5359 2.6724
82 O 2.6516 4.8402 2.9819
83 O 0.8406 4.3111 1.2382
84 O 0.8447 3.1310 3.4512
85 P -0.6408 2.5792 3.8407
86 O -0.3667 2.0344 5.3533
87 O -1.5594 3.7631 3.9348
88 O -0.9414 1.4092 2.9794
89 H -0.5940 5.1287 3.5727
90 H -0.4009 2.7985 5.9387
91 N -1.2769 7.3653 -3.9699
92 C -0.6772 6.1570 -3.6780
93 O 0.4970 5.9588 -3.9046
94 C -1.5895 5.1270 -3.1012
95 C -2.9301 5.0344 -3.4556
96 C -3.7063 4.0498 -2.8728
97 C -3.1162 3.2089 -1.9388
98 N -1.8364 3.2941 -1.5864
99 C -1.0875 4.2255 -2.1672
100 H -0.6275 8.1069 -4.1772
101 H -2.0891 7.6241 -3.4354
102 H -3.3490 5.7032 -4.1985
103 H -4.7474 3.9182 -3.1337
104 H -3.6973 2.4296 -1.4595
105 H -0.0474 4.2745 -1.8684
106 Br -5.3562 -2.7234 -2.1420

The following is a DFT calculation (wB97M-V/def2-TZVPD) of a structure of composition C40H45AuN3O3P2.

Spin multiplicity: 1
E_HOMO (alpha / beta), Eh: -0.538 / -0.538
Frontier orbital gap (alpha / beta), Eh: 0.145 / 0.145
Charge: +3

Atoms and positions in Å:
1 Au 0.7273 0.7332 -0.4718
2 C 4.0917 0.3403 4.0054
3 N 2.7341 0.4868 3.5272
4 C 1.7054 0.4194 4.5488
5 C 2.3946 0.6518 2.2563
6 O 1.2115 0.6433 1.8856
7 C 3.5345 0.8036 1.2428
8 O 3.1085 1.2070 -0.0504
9 C 3.4203 2.5327 -0.4531
10 C 2.1835 3.4209 -0.5935
11 O 1.0365 2.9153 -0.5856
12 N 2.3474 4.7216 -0.7246
13 C 3.6081 5.4206 -0.8710
14 C 1.1836 5.5853 -0.8258
15 H 4.0722 -0.2425 4.9239
16 H 4.7133 -0.1849 3.2849
17 H 4.5485 1.3042 4.2365
18 H 1.7202 -0.5559 5.0368
19 H 1.8789 1.1916 5.2985
20 H 0.7357 0.5827 4.0852
21 H 4.2858 1.4996 1.6306
22 H 3.9958 -0.1841 1.1125
23 H 4.1169 2.9765 0.2618
24 H 3.9133 2.4530 -1.4307
25 H 4.4664 4.7638 -0.7914
26 H 3.6362 5.9062 -1.8481
27 H 3.6879 6.2002 -0.1122
28 H 0.2886 5.0202 -0.5771
29 H 1.2867 6.4223 -0.1365
30 H 1.0896 5.9769 -1.8386
31 C -0.9327 -2.1493 0.1746
32 N -2.1676 -2.0103 -0.5216
33 C -2.3748 -0.7988 -1.2458
34 P -1.7173 0.7540 -0.4088
35 C -2.5192 2.0628 -1.3429
36 C -3.3878 2.9651 -0.7212
37 C -3.9288 3.9955 -1.4656
38 C -3.6094 4.1348 -2.8090
39 C -2.7434 3.2355 -3.4252
40 C -2.1911 2.2031 -2.6952
41 C -2.2562 0.8502 1.2987
42 C -3.1807 0.0161 1.9218
43 C -3.5146 0.2594 3.2435
44 C -2.9196 1.3020 3.9397
45 C -1.9847 2.1221 3.3193
46 C -1.6438 1.8943 2.0016
47 C -3.1346 -2.9873 -0.4703
48 C -3.2484 -3.8317 0.6577
49 C -4.2172 -4.8081 0.7001
50 C -5.0910 -4.9818 -0.3735
51 C -4.9939 -4.1510 -1.4892
52 C -4.0387 -3.1618 -1.5428
53 P 0.6133 -1.5883 -0.7392
54 C 0.6399 -2.1006 -2.4642
55 C -0.0435 -3.1870 -3.0067
56 C 0.1469 -3.4933 -4.3438
57 C 1.0052 -2.7353 -5.1281
58 C 1.6911 -1.6579 -4.5828
59 C 1.5008 -1.3299 -3.2546
60 C 1.8785 -2.5117 0.1491
61 C 1.8397 -2.5705 1.5449
62 C 2.8178 -3.2724 2.2229
63 C 3.8353 -3.9097 1.5216
64 C 3.8907 -3.8205 0.1386
65 C 2.9239 -3.1117 -0.5541
66 H -0.7777 -3.1867 0.4938
67 H -0.9146 -1.4901 1.0647
68 H -3.4415 -0.6468 -1.4484
69 H -1.8292 -0.8158 -2.2055
70 H -3.6378 2.8541 0.3241
71 H -4.6051 4.6925 -0.9937
72 H -4.0405 4.9414 -3.3810
73 H -2.5047 3.3494 -4.4705
74 H -1.5003 1.5109 -3.1607
75 H -3.6545 -0.7951 1.3866
76 H -4.2528 -0.3585 3.7300
77 H -3.1916 1.4781 4.9686
78 H -1.5401 2.9404 3.8632
79 H -0.9226 2.5172 1.4853
80 H -2.6189 -3.6698 1.5185
81 H -4.3160 -5.4255 1.5795
82 H -5.8414 -5.7556 -0.3381
83 H -5.6617 -4.2969 -2.3245
84 H -3.9462 -2.5649 -2.4363
85 H -0.7024 -3.7880 -2.3953
86 H -0.3686 -4.3355 -4.7764
87 H 1.1435 -2.9865 -6.1684
88 H 2.3709 -1.0821 -5.1894
89 H 2.0215 -0.4902 -2.8050
90 H 1.0513 -2.0721 2.0931
91 H 2.7756 -3.3455 3.2990
92 H 4.5844 -4.4807 2.0476
93 H 4.6811 -4.3116 -0.4071
94 H 2.9767 -3.0277 -1.6319

The following is a DFT calculation (wB97M-V/def2-TZVPD) of a structure of composition C40H45AuN4Si.

Spin multiplicity: 1
E_HOMO, Eh: -0.520
Frontier orbital gap, Eh: 0.303
Charge: +2
Energy above the lowest of the compared OMol25 structures with the same formula, charge and spin, kJ/mol: 15.79

Atoms and positions in Å:
1 Au -1.0904 -0.5702 -0.8144
2 C 5.7916 0.3538 -0.3843
3 C 5.2008 -1.0569 -0.2274
4 C 5.6237 -1.6248 1.1266
5 C 5.7326 -1.9703 -1.3436
6 C 3.6907 -0.9605 -0.3645
7 C 3.1192 -0.4413 -1.5268
8 C 1.7550 -0.3361 -1.6288
9 N 0.9295 -0.7214 -0.6392
10 C 1.4420 -1.2679 0.4833
11 C 2.8117 -1.3872 0.6274
12 C 0.4821 -1.7557 1.5194
13 C 0.8908 -2.1466 2.7771
14 C -0.0330 -2.6033 3.7222
15 C -1.3660 -2.6280 3.3269
16 C -1.7054 -2.2148 2.0488
17 N -0.8110 -1.7953 1.1617
18 C 0.4413 -3.0363 5.1009
19 C 1.4660 -4.1700 4.9358
20 C 1.1034 -1.8353 5.7941
21 C -0.7137 -3.5343 5.9689
22 H 6.8750 0.3065 -0.2745
23 H 5.4026 1.0303 0.3793
24 H 5.5764 0.7811 -1.3643
25 H 6.7114 -1.6392 1.1837
26 H 5.2784 -2.6517 1.2635
27 H 5.2628 -1.0130 1.9564
28 H 6.8158 -2.0551 -1.2554
29 H 5.5110 -1.5736 -2.3349
30 H 5.3074 -2.9725 -1.2700
31 H 3.7266 -0.1046 -2.3544
32 H 1.2995 0.0860 -2.5121
33 H 3.2056 -1.8453 1.5204
34 H 1.9345 -2.0969 3.0515
35 H -2.1477 -2.9654 3.9904
36 H -2.7375 -2.2353 1.7183
37 H 2.3716 -3.8330 4.4289
38 H 1.0454 -5.0041 4.3718
39 H 1.7592 -4.5400 5.9182
40 H 1.9639 -1.4628 5.2360
41 H 1.4563 -2.1351 6.7810
42 H 0.3950 -1.0152 5.9226
43 H -1.2071 -4.4030 5.5288
44 H -1.4578 -2.7545 6.1418
45 H -0.3266 -3.8361 6.9414
46 C -6.4598 0.1810 -0.2421
47 N -5.1968 -0.2451 -0.8409
48 C -5.0479 -0.8970 -2.0447
49 C -3.7152 -1.0378 -2.2510
50 N -3.0592 -0.4745 -1.1759
51 C -3.9824 -0.0018 -0.3492
52 H -7.2469 -0.4969 -0.5591
53 H -6.7006 1.1937 -0.5585
54 H -6.3772 0.1466 0.8407
55 H -5.8929 -1.1931 -2.6409
56 H -3.1911 -1.4822 -3.0781
57 H -3.7913 0.5149 0.5793
58 C 2.8001 3.9677 -0.7183
59 C 2.2630 3.0939 0.2210
60 C 1.1313 2.3567 -0.0824
61 C 0.5148 2.4766 -1.3334
62 C 1.0590 3.3700 -2.2627
63 C 2.1942 4.1116 -1.9561
64 Si -1.0815 1.7055 -1.8619
65 C -2.5228 2.5357 -1.0746
66 C -2.3697 3.1220 0.1869
67 C -3.4417 3.7438 0.8143
68 C -4.6721 3.8105 0.1749
69 C -4.8364 3.2440 -1.0852
70 C -3.7754 2.5978 -1.6994
71 C -1.2878 1.3596 -3.6545
72 C -0.8974 0.1593 -4.2605
73 C -1.0224 -0.0140 -5.6311
74 C -1.5361 1.0099 -6.4154
75 C -1.9288 2.2052 -5.8329
76 C -1.8090 2.3811 -4.4604
77 H 3.6856 4.5412 -0.4781
78 H 2.7221 2.9945 1.1962
79 H 0.7126 1.7027 0.6810
80 H 0.6136 3.4864 -3.2443
81 H 2.6023 4.7963 -2.6873
82 H -1.4036 3.1093 0.6788
83 H -3.3109 4.1964 1.7882
84 H -5.5002 4.3191 0.6511
85 H -5.7905 3.3183 -1.5920
86 H -3.9228 2.1371 -2.6700
87 H -0.5173 -0.6665 -3.6654
88 H -0.7206 -0.9482 -6.0862
89 H -1.6319 0.8733 -7.4844
90 H -2.3280 3.0038 -6.4440
91 H -2.1131 3.3261 -4.0242

| no. | E_tot (eV) |
| --- | --- |
| 1 | -216929.2238 |
| 2 | -75068.8645 |
| 3 | -59730.3396 |